(1)
This record from OMol25 describes a molecular structure, C41H53BrN2S4Tl. The level of theory is ωB97M-V with the def2-TZVPD basis set.

```
102
Properties=species:S:1:pos:R:3
Tl 0.177 -0.059 -1.005
C -1.123 0.773 1.545
C -1.920 0.575 0.291
C -2.576 -0.749 0.465
C -2.257 -1.173 1.719
C -1.367 -0.240 2.402
C -0.886 -0.399 3.827
C -0.037 0.802 4.250
C -2.117 -0.482 4.743
C -0.058 -1.682 3.983
C -3.498 -1.590 -0.437
C -3.528 -1.170 -1.909
C -4.921 -1.564 0.146
C -3.011 -3.048 -0.436
C -2.459 1.836 -0.416
C -1.831 3.105 0.184
C -2.193 1.929 -1.928
C -3.977 1.915 -0.162
H -0.516 1.641 1.739
H -2.619 -2.085 2.176
H -0.630 1.719 4.234
H 0.820 0.943 3.588
H 0.338 0.654 5.265
H -2.763 0.384 4.590
H -1.810 -0.502 5.790
H -2.697 -1.385 4.542
H 0.872 -1.613 3.415
H -0.616 -2.554 3.635
H 0.192 -1.834 5.035
H -4.120 -0.272 -2.078
H -3.982 -1.969 -2.497
H -2.515 -1.016 -2.292
H -5.326 -0.553 0.166
H -4.922 -1.940 1.171
H -5.587 -2.195 -0.448
H -2.041 -3.115 -0.925
H -3.715 -3.671 -0.992
H -2.922 -3.464 0.568
H -0.752 3.129 0.009
H -2.034 3.187 1.253
H -2.267 3.976 -0.308
H -1.117 1.980 -2.123
H -2.629 2.858 -2.303
H -2.620 1.108 -2.493
H -4.203 1.762 0.896
H -4.522 1.177 -0.745
H -4.335 2.905 -0.451
C 1.676 5.701 0.494
C 1.419 4.668 1.587
S 1.761 2.945 1.137
C 3.518 3.005 0.677
C 3.851 2.779 -0.826
S 2.449 2.500 -1.954
C 2.463 3.994 -2.978
C 2.278 5.313 -2.231
S 0.849 5.362 -1.099
H 2.740 5.793 0.283
H 1.319 6.670 0.845
H 0.369 4.664 1.880
H 2.026 4.910 2.461
H 3.993 2.231 1.275
H 3.893 3.970 1.015
H 4.469 1.889 -0.918
H 4.400 3.625 -1.236
H 1.645 3.837 -3.682
H 3.404 4.021 -3.530
H 2.143 6.104 -2.969
H 3.161 5.552 -1.641
S 0.177 -4.701 -2.675
C 0.019 -4.953 -0.964
C -0.214 -6.132 -0.261
C -0.222 -6.071 1.119
C -0.028 -4.855 1.789
C 0.156 -3.683 1.087
C 0.187 -3.734 -0.303
N 0.409 -2.658 -1.144
C 0.455 -3.008 -2.383
C 0.792 -2.060 -3.445
C 1.057 -2.503 -4.743
C 1.461 -1.609 -5.718
C 1.597 -0.264 -5.412
C 1.317 0.195 -4.127
C 0.922 -0.702 -3.150
H -0.386 -7.066 -0.779
H -0.382 -6.977 1.689
H -0.031 -4.843 2.872
H 0.279 -2.727 1.581
H 0.966 -3.559 -4.973
H 1.681 -1.964 -6.716
H 1.920 0.441 -6.168
H 1.440 1.242 -3.897
Br 5.649 -3.035 2.313
C 4.340 -1.996 1.454
C 4.172 -2.088 0.081
C 3.180 -1.326 -0.505
N 2.372 -0.527 0.201
C 2.565 -0.425 1.517
C 3.541 -1.137 2.191
H 4.802 -2.732 -0.515
H 3.015 -1.346 -1.577
H 1.905 0.256 2.039
H 3.676 -1.025 3.257
```

Results
- relative energy (zero: lowest compared OMol25 entry of this formula, charge and spin) (eV) = 0.976
- net charge = +1
- LUMO (eV) = -3.48
- DFT total energy (eV) = -164428.53539

These are the Löwdin partial charges, in e, on atoms 1 to 99:
1 Tl 1.124
2 C -0.095
3 C -0.190
4 C -0.157
5 C 0.019
6 C -0.182
7 C -0.547
8 C -0.043
9 C -0.035
10 C -0.036
11 C -0.520
12 C -0.039
13 C -0.029
14 C -0.036
15 C -0.540
16 C -0.074
17 C -0.060
18 C -0.019
19 H 0.049
20 H 0.125
21 H 0.095
22 H 0.050
23 H 0.093
24 H 0.094
25 H 0.090
26 H 0.084
27 H 0.063
28 H 0.070
29 H 0.095
30 H 0.071
31 H 0.096
32 H 0.069
33 H 0.071
34 H 0.088
35 H 0.093
36 H 0.061
37 H 0.097
38 H 0.084
39 H 0.023
40 H 0.096
41 H 0.094
42 H 0.047
43 H 0.101
44 H 0.060
45 H 0.105
46 H 0.060
47 H 0.095
48 C -0.508
49 C -0.510
50 S 0.817
51 C -0.473
52 C -0.469
53 S 0.803
54 C -0.517
55 C -0.518
56 S 0.864
57 H 0.060
58 H 0.076
59 H 0.071
60 H 0.082
61 H 0.058
62 H 0.074
63 H 0.062
64 H 0.075
65 H 0.074
66 H 0.084
67 H 0.075
68 H 0.062
69 S 1.154
70 C -0.455
71 C -0.069
72 C -0.065
73 C -0.061
74 C -0.016
75 C -0.327
76 N 0.031
77 C -0.539
78 C -0.268
79 C -0.042
80 C -0.061
81 C -0.058
82 C -0.133
83 C -0.180
84 H 0.115
85 H 0.111
86 H 0.106
87 H 0.088
88 H 0.095
89 H 0.113
90 H 0.112
91 H 0.030
92 Br 0.817
93 C -0.675
94 C -0.076
95 C -0.124
96 N 0.000
97 C -0.148
98 C -0.085
99 H 0.114


(2)
This record from OMol25 describes 6 unconnected molecules or ions with the total composition C41H53ClN7O2. The level of theory is ωB97M-V with the def2-TZVPD basis set.

```
104
Properties=species:S:1:pos:R:3
C -1.432 5.032 2.396
C -0.397 4.633 1.870
C 0.855 3.976 1.148
N 1.169 2.578 1.601
C 1.256 2.628 3.117
N 0.089 2.420 3.949
C 2.671 2.387 1.295
Cl 3.285 3.277 -0.184
C 3.111 0.850 1.285
C 4.540 0.642 2.005
O 2.211 -0.088 1.853
C 0.811 0.151 1.769
C 0.342 1.481 0.986
C -1.218 1.539 1.214
C -2.119 2.307 0.188
O -1.906 3.332 -0.443
C 0.531 1.272 -0.590
C 0.148 -0.130 -1.213
C -1.306 -0.685 -1.264
C -1.356 -2.203 -0.680
C -2.133 -2.224 0.710
H -2.117 5.750 2.928
H 0.600 4.050 0.041
H 1.657 4.729 1.445
H 2.041 1.925 3.560
H 1.675 3.662 3.367
H -0.226 3.273 4.431
H 0.223 1.683 4.655
H 3.306 2.869 2.108
H 3.299 0.545 0.199
H 5.001 1.609 2.356
H 4.387 -0.124 2.821
H 5.255 0.177 1.249
H 0.333 -0.787 1.324
H 0.388 0.119 2.834
H -1.563 0.448 1.190
H -1.581 1.896 2.222
H -3.181 1.854 0.031
H 0.127 2.137 -1.214
H 1.634 1.295 -0.903
H 0.538 -0.097 -2.287
H 0.834 -0.903 -0.723
H -1.620 -0.812 -2.355
H -2.155 -0.159 -0.761
H -0.344 -2.699 -0.665
H -1.995 -2.819 -1.399
H -2.528 -3.269 0.936
H -1.520 -1.904 1.603
H -3.027 -1.517 0.649
N 4.293 -2.701 -0.944
C 3.406 -2.707 0.060
C 2.508 -3.737 0.291
C 2.526 -4.826 -0.568
C 3.434 -4.845 -1.615
C 4.292 -3.765 -1.758
H 3.428 -1.832 0.701
H 1.814 -3.688 1.121
H 1.839 -5.652 -0.422
H 3.476 -5.678 -2.306
H 5.022 -3.735 -2.560
N -5.921 1.949 0.412
C -6.874 1.006 0.405
C -7.957 1.009 -0.460
C -8.067 2.048 -1.370
C -7.097 3.038 -1.385
C -6.052 2.943 -0.482
H -6.748 0.215 1.138
H -8.695 0.218 -0.421
H -8.901 2.086 -2.062
H -7.151 3.865 -2.082
H -5.266 3.692 -0.458
N 5.782 -7.197 -3.011
C 6.687 -7.467 -3.961
C 8.007 -7.798 -3.700
C 8.421 -7.850 -2.379
C 7.506 -7.573 -1.375
C 6.208 -7.256 -1.739
H 6.318 -7.411 -4.980
H 8.693 -8.009 -4.510
H 9.446 -8.104 -2.134
H 7.795 -7.604 -0.332
H 5.456 -7.034 -0.989
N -4.434 1.187 5.515
C -4.353 1.628 4.253
C -5.453 1.855 3.441
C -6.714 1.608 3.963
C -6.826 1.148 5.266
C -5.662 0.957 5.996
H -3.345 1.805 3.889
H -5.327 2.216 2.427
H -7.600 1.771 3.359
H -7.793 0.944 5.707
H -5.699 0.603 7.021
N 0.686 2.269 -3.791
C 1.367 1.771 -4.832
C 1.358 2.331 -6.099
C 0.597 3.471 -6.306
C -0.119 4.006 -5.246
C -0.040 3.373 -4.016
H 1.945 0.876 -4.621
H 1.930 1.886 -6.902
H 0.563 3.939 -7.283
H -0.724 4.895 -5.371
H -0.580 3.756 -3.155
```

Results
- net charge = +1
- LUMO (eV) = -2.02
- DFT total energy (eV) = -70411.91660

These are the Löwdin partial charges, in e, on atoms 1 to 99:
1 C 0.113
2 C -0.085
3 C -0.144
4 N -0.143
5 C -0.205
6 N 0.048
7 C -0.503
8 Cl 0.719
9 C -0.360
10 C -0.009
11 O -0.126
12 C -0.112
13 C -0.269
14 C -0.067
15 C -0.222
16 O 0.016
17 C -0.121
18 C -0.171
19 C -0.182
20 C -0.223
21 C -0.126
22 H 0.078
23 H 0.133
24 H 0.138
25 H 0.166
26 H 0.160
27 H 0.097
28 H 0.106
29 H 0.114
30 H 0.133
31 H 0.085
32 H 0.099
33 H 0.099
34 H 0.123
35 H 0.142
36 H 0.112
37 H 0.106
38 H 0.130
39 H 0.099
40 H 0.090
41 H 0.117
42 H 0.102
43 H 0.119
44 H 0.074
45 H 0.091
46 H 0.109
47 H 0.082
48 H 0.055
49 H 0.078
50 N 0.056
51 C -0.161
52 C -0.082
53 C -0.075
54 C -0.077
55 C -0.145
56 H 0.075
57 H 0.101
58 H 0.109
59 H 0.095
60 H 0.106
61 N 0.025
62 C -0.152
63 C -0.061
64 C -0.068
65 C -0.063
66 C -0.140
67 H 0.107
68 H 0.107
69 H 0.111
70 H 0.107
71 H 0.104
72 N 0.050
73 C -0.152
74 C -0.072
75 C -0.078
76 C -0.072
77 C -0.158
78 H 0.103
79 H 0.103
80 H 0.108
81 H 0.103
82 H 0.095
83 N 0.047
84 C -0.161
85 C -0.082
86 C -0.079
87 C -0.068
88 C -0.154
89 H 0.078
90 H 0.061
91 H 0.105
92 H 0.104
93 H 0.103
94 N 0.052
95 C -0.148
96 C -0.066
97 C -0.071
98 C -0.066
99 C -0.147